Molecular formula: C10H25IrN7OS2
Method: DFT, wB97M-V/def2-TZVPD

XYZ file:
```
46
C10H25IrN7OS2 wB97M-V/def2-TZVPD
Ir -0.4793 1.2521 0.0503
N 1.5134 1.5153 -0.9723
C 1.9536 2.9206 -0.9632
C 0.7619 3.7528 -1.3460
N -0.3116 3.4445 -0.3760
H 2.2405 0.9172 -0.5859
H 1.3750 1.2174 -1.9359
H 2.7816 3.0993 -1.6500
H 2.2867 3.1751 0.0442
H 0.4108 3.5000 -2.3477
H 1.0220 4.8119 -1.3371
H -1.1975 3.8393 -0.6857
H -0.0812 3.8909 0.5098
N -0.6991 1.3692 2.4177
N -1.6013 2.3225 2.8920
C -2.6403 2.6742 2.1304
N -3.5287 3.5308 2.5859
S -2.8044 2.0116 0.5606
H -1.0028 0.4244 2.6615
H 0.2095 1.5271 2.8485
H -1.5422 2.6141 3.8613
H -3.4911 3.9199 3.5193
H -4.3096 3.8133 2.0095
C 2.1964 -2.1301 1.7356
S 1.5318 -1.4910 0.2013
O 0.2803 -0.6992 0.6392
C 0.9957 -3.0398 -0.4846
C 1.8762 -3.6393 -1.3743
C 1.6445 -4.9544 -1.7564
C 0.5240 -5.6202 -1.2788
C -0.3526 -4.9985 -0.3943
C -0.1347 -3.6870 -0.0037
H 1.4074 -2.6288 2.2962
H 2.6362 -1.3154 2.3090
H 2.9758 -2.8432 1.4676
H 2.7441 -3.1078 -1.7469
H 2.3298 -5.4443 -2.4339
H 0.3254 -6.6322 -1.6052
H -1.1972 -5.5395 0.0103
H -0.8007 -3.1969 0.6957
N -1.3892 -0.7912 -1.8493
N -1.4808 0.6250 -1.8113
H -2.1148 -1.2193 -1.2888
H -1.3853 -1.1685 -2.7913
H -2.4422 0.9677 -1.7864
H -1.0361 1.0103 -2.6408
```

The calculation puts the HOMO energy at -17.151 eV. The value obtained for the energy above the lowest of the compared OMol25 structures with the same formula, charge and spin is 254.7 kJ/mol. As for the total charge: +3. For the molecular weight, the calculation gives 515.7 g/mol.

The net atomic charges from Löwdin, expressed in e, are: 1.152 -0.066 -0.197 -0.191 -0.081 0.073 0.113 0.149 0.136 0.133 0.149 0.088 0.114 -0.036 -0.031 -0.759 0.180 0.760 0.126 0.133 0.188 0.154 0.140 -0.182 0.994 -0.703 -0.433 -0.079 -0.030 -0.022 -0.035 -0.083 0.081 0.066 0.088 0.118 0.128 0.128 0.125 0.113 0.011 -0.140 0.108 0.120 0.075 0.123

***

Molecular formula: C5H10O2
Method: DFT, wB97M-V/def2-TZVPD

XYZ file:
```
17
C5H10O2 wB97M-V/def2-TZVPD
C 2.3375 -0.1808 0.6513
C 1.1567 0.6897 0.2707
O 0.2504 0.7334 1.3619
C -0.9331 0.0964 0.9407
C -0.9204 0.3310 -0.5639
C -1.7538 -0.6341 -1.3765
O 0.4651 0.1469 -0.8360
H 1.8931 -0.9847 1.2452
H 2.8861 -0.6241 -0.1873
H 3.0136 0.3537 1.3275
H 1.3931 1.7356 0.0268
H -0.9252 -0.9899 1.1466
H -1.7389 0.5874 1.4841
H -1.2201 1.3733 -0.7686
H -1.7015 -0.4084 -2.4456
H -2.8007 -0.5675 -1.0604
H -1.4018 -1.6581 -1.2165
```

Its SMILES is C[C@@H]1OC[C@H](C)O1. The calculation puts the HOMO energy at -9.753 eV. The value obtained for the energy above the lowest of the compared OMol25 structures with the same formula, charge and spin is 130.9 kJ/mol. As for the total charge: 0. For the molecular weight, the calculation gives 102.1 g/mol.

The net atomic charges from Löwdin, expressed in e, are: -0.001 -0.414 -0.078 -0.150 -0.372 -0.033 -0.044 0.087 0.087 0.084 0.154 0.135 0.132 0.155 0.083 0.087 0.087

***

Molecular formula: C16H25Cl2O
Method: DFT, wB97M-V/def2-TZVPD

XYZ file:
```
44
C16H25Cl2O wB97M-V/def2-TZVPD
C 4.4295 1.0249 1.2179
C 4.0903 -0.4191 0.8276
C 2.6163 -0.6864 0.4576
C 1.9320 0.5379 -0.0683
O 0.5377 0.2220 -0.3137
C -0.2812 1.1750 -0.7602
C 0.0690 2.4827 -1.0806
C -0.8869 3.3975 -1.5405
C -0.4824 4.8070 -1.8824
C -2.2063 2.9920 -1.6768
C -2.5721 1.6875 -1.3430
C -1.6318 0.7784 -0.8757
C -1.9433 -0.6370 -0.4378
C -1.8604 -0.6716 1.1014
C -3.3092 -1.1763 -0.8377
H 5.4263 1.1010 1.6503
H 3.7379 1.3631 1.9879
H 4.3379 1.6922 0.3654
H 4.7902 -0.7188 0.0335
H 4.3503 -1.0276 1.6969
H 2.6216 -1.3755 -0.3941
H 2.3465 0.8974 -1.0362
H 1.9472 1.3722 0.6326
H 1.0866 2.8240 -0.9771
H -0.7027 5.5063 -1.0810
H 0.5767 4.8422 -2.1181
H -1.0246 5.1228 -2.7700
H -2.9557 3.6781 -2.0474
H -3.6032 1.3993 -1.4589
H -1.1789 -1.2822 -0.8569
H -2.4453 0.1651 1.4822
H -2.2780 -1.5926 1.5019
H -0.8410 -0.5206 1.4386
H -3.4083 -2.1239 -0.3207
H -4.1372 -0.5630 -0.4983
H -3.3914 -1.3967 -1.8987
Cl -2.5488 -4.5482 1.1946
C -0.9909 -4.3267 2.0421
C 0.1687 -4.2274 1.0848
Cl 0.4867 -5.7867 0.2693
H -0.8705 -5.1542 2.7367
H -1.0691 -3.3994 2.6072
H 1.0728 -3.9587 1.6265
H -0.0052 -3.4761 0.3192
```

The calculation puts the HOMO energy at -1.620 eV. As for the total charge: -1. For the molecular weight, the calculation gives 304.3 g/mol.

The net atomic charges from Löwdin, expressed in e, are: -0.166 -0.366 -0.253 -0.321 -0.080 -0.242 0.025 -0.292 -0.066 -0.082 -0.039 -0.133 -0.356 -0.056 -0.086 0.049 0.057 0.054 0.074 0.058 0.023 0.110 0.095 0.102 0.073 0.068 0.068 0.095 0.093 0.131 0.084 0.040 0.072 0.032 0.071 0.078 0.532 -0.655 -0.652 0.505 0.061 0.064 0.069 0.062

***

Molecular formula: C21H29N3O4
Method: DFT, wB97M-V/def2-TZVPD

XYZ file:
```
57
C21H29N3O4 wB97M-V/def2-TZVPD
C 1.2988 3.5355 -2.9992
C 1.1171 2.3283 -2.0867
C 0.2782 1.2155 -2.7242
C -1.2050 1.5729 -2.7529
C 0.5062 -0.0989 -1.9452
N 1.8759 -0.5360 -2.0835
C 2.6227 -0.8985 -1.0092
O 2.3030 -0.6903 0.1371
O 3.7626 -1.4689 -1.4343
C 4.7777 -1.8782 -0.4873
C 4.2260 -2.9541 0.4481
C 5.8925 -2.4510 -1.3636
C 5.2839 -0.6717 0.3030
C -0.4010 -1.2035 -2.4722
O -0.1623 -1.8485 -3.4702
N -1.5212 -1.4549 -1.7351
N -1.8231 -0.7902 -0.6149
C -2.8723 -1.0985 0.0449
C -3.2076 -0.4044 1.2509
C -4.3058 -0.6940 1.9775
C -4.6084 0.0629 3.1649
C -5.6442 -0.2740 4.0346
C -5.9449 0.5284 5.1167
C -5.2239 1.6947 5.3304
C -4.1923 2.0493 4.4804
C -3.8636 1.2316 3.4059
O -2.8671 1.6342 2.5810
C -2.2619 0.6587 1.7464
H 1.9347 4.2751 -2.5186
H 1.7667 3.2391 -3.9355
H 0.3464 4.0077 -3.2265
H 0.6439 2.6395 -1.1535
H 2.1002 1.9239 -1.8402
H 0.6244 1.0525 -3.7508
H -1.3504 2.5439 -3.2180
H -1.6070 1.6065 -1.7429
H -1.7688 0.8402 -3.3260
H 0.3164 0.0564 -0.8796
H 2.1478 -0.8949 -2.9872
H 5.0177 -3.3166 1.0977
H 3.8347 -3.7872 -0.1321
H 3.4261 -2.5437 1.0581
H 6.7131 -2.7968 -0.7422
H 5.5137 -3.2840 -1.9497
H 6.2588 -1.6883 -2.0455
H 6.1042 -0.9742 0.9479
H 5.6357 0.0998 -0.3788
H 4.4842 -0.2629 0.9141
H -2.1284 -2.2145 -2.0598
H -3.5468 -1.9007 -0.2773
H -4.9949 -1.4680 1.6711
H -6.2095 -1.1754 3.8471
H -6.7449 0.2554 5.7877
H -5.4651 2.3315 6.1682
H -3.6265 2.9546 4.6336
H -1.4326 0.1786 2.2918
H -1.8338 1.2058 0.9034
```

Its SMILES is CC[C@H](C)[C@H](NC(=O)OC(C)(C)C)C(=O)N/N=C/C1=Cc2ccccc2OC1. The calculation puts the HOMO energy at -7.977 eV. The value obtained for the energy above the lowest of the compared OMol25 structures with the same formula, charge and spin is 178.0 kJ/mol. As for the total charge: 0. For the molecular weight, the calculation gives 387.5 g/mol.

The net atomic charges from Löwdin, expressed in e, are: -0.099 -0.220 -0.319 -0.050 -0.216 0.132 -0.550 0.089 0.037 -0.575 -0.021 -0.025 -0.020 -0.422 0.085 0.061 0.055 -0.093 -0.183 0.026 -0.154 -0.035 -0.095 -0.080 0.000 -0.215 -0.001 -0.110 0.070 0.075 0.063 0.118 0.107 0.147 0.074 0.071 0.081 0.139 0.157 0.088 0.091 0.078 0.088 0.086 0.086 0.089 0.091 0.078 0.167 0.131 0.122 0.112 0.099 0.103 0.118 0.147 0.120

***

Molecular formula: C5H11NOS
Method: DFT, wB97M-V/def2-TZVPD

XYZ file:
```
19
C5H11NOS wB97M-V/def2-TZVPD
C -0.7243 2.9314 0.3095
C 0.4063 1.8602 0.5011
N 0.1844 0.6668 -0.2850
C -0.3410 -0.4457 0.2796
O -0.7019 -0.4932 1.4444
C -0.4548 -1.6355 -0.6440
C 0.8236 -2.4505 -0.7575
S 1.3024 -3.1906 0.8623
H -0.3493 3.6274 -0.4414
H -1.5897 2.4673 -0.1673
H -1.0503 3.3099 1.2701
H 1.3581 2.3282 0.2554
H 0.3858 1.5639 1.5295
H 0.2229 0.6842 -1.2905
H -1.3209 -2.2535 -0.3913
H -0.8308 -1.3239 -1.6338
H 1.6766 -1.8182 -0.9812
H 0.6328 -3.2426 -1.4695
H 0.3701 -2.5854 1.6095
```

Its SMILES is CCNC(=O)CCS. The calculation puts the HOMO energy at -8.901 eV. The value obtained for the energy above the lowest of the compared OMol25 structures with the same formula, charge and spin is 72.9 kJ/mol. As for the total charge: 0. For the molecular weight, the calculation gives 133.2 g/mol.

The net atomic charges from Löwdin, expressed in e, are: -0.067 -0.212 0.050 -0.530 0.039 -0.206 -0.524 0.696 0.062 0.067 0.067 0.110 0.099 0.142 0.122 0.117 0.057 0.064 -0.153

***

Molecular formula: C3H4FO2Sn
Method: DFT, wB97M-V/def2-TZVPD

XYZ file:
```
11
C3H4FO2Sn wB97M-V/def2-TZVPD
O 1.1137 -0.6747 0.8632
Sn 1.6710 1.5155 -1.0764
C 1.8382 0.3550 0.6618
C -0.2792 -0.6805 0.9408
H -0.6498 0.2962 1.2554
H -0.6315 -1.6551 1.2698
F 2.1190 0.9561 1.7827
C -1.2207 -0.1138 -1.2555
O -0.4571 0.7062 -1.8503
H -2.1026 0.3424 -0.7710
H -1.4011 -1.0474 -1.8205
```

The calculation puts the HOMO energy (alpha / beta) at -19.027 / -19.968 eV. As for the spin multiplicity: 2. As for the total charge: +2. For the molecular weight, the calculation gives 209.8 g/mol.

The net atomic charges from Löwdin, expressed in e, are: 0.032 1.727 -0.393 0.146 0.129 0.146 0.220 -0.044 -0.241 0.136 0.144